1.
12
Properties=species:S:1:pos:R:3:nbo_charge:R:1 method="wB97M-V/def2-TZVPD" orbital_gap_ev=6.2675 homo_ev=-2.77 charge=-1 relative_energy_kcal_mol=20.08
H -0.268 2.352 -0.742 0.19
H -1.848 2.497 -1.536 0.18
C -1.191 1.824 -0.979 -0.72
S -0.793 0.431 -2.098 -0.62
H 0.304 -0.666 -0.985 0.40
O 0.688 0.206 1.488 -0.68
O 1.116 -1.981 1.881 -0.75
C 0.876 -0.905 1.036 0.86
H 1.209 -2.200 -0.425 0.37
H -1.711 1.494 -0.084 0.19
N 0.958 -1.235 -0.261 -0.89
H 0.659 -1.817 2.705 0.48

2.
12
Properties=species:S:1:pos:R:3:nbo_charge:R:1 method="wB97M-V/def2-TZVPD" orbital_gap_ev=8.0614 homo_ev=-13.01 charge=+1 relative_energy_kcal_mol=40.60
H -3.650 1.298 -0.347 0.14
N 2.038 1.144 -0.164 -0.60
C -0.972 -0.850 0.027 0.40
H 2.105 -0.367 1.229 0.24
S -2.344 1.389 -0.078 0.33
O -2.173 -0.296 0.005 -0.65
C 1.975 -0.085 0.194 0.16
H -1.886 -2.552 0.169 0.50
O -1.003 -2.126 0.121 -0.65
H 2.205 1.885 0.510 0.44
H 1.908 1.425 -1.134 0.44
H 1.797 -0.866 -0.532 0.25